# 1
The following is a quantum chemistry calculation of a structure of composition C41H39BrN9O3RbS2, from the OMol25 dataset.

## Properties
HOMO energy = -8.1 eV
ΔE to the lowest compared entry with this formula, charge and spin = 2.285 eV

Structure (ORCA input):
```
! RIJCOSX wB97M-V def2-TZVPD def2/J DEFGRID3
* xyz 0 1
Rb 0.814 -0.658 -1.030
C -0.029 -4.713 -1.371
N 0.859 -4.174 -2.319
C 0.287 -3.702 -3.564
C 1.170 -2.591 -4.030
N 2.380 -2.729 -4.384
C 2.851 -1.445 -4.570
C 4.113 -0.895 -4.748
C 4.298 0.505 -4.876
C 3.163 1.323 -4.880
C 1.893 0.901 -4.679
C 1.800 -0.519 -4.450
N 0.734 -1.327 -4.101
C -0.953 -3.871 -0.488
N -1.594 -2.746 -0.836
C -2.251 -2.327 0.304
C -3.079 -1.247 0.391
C -3.672 -1.003 1.601
C -3.444 -1.877 2.723
C -2.628 -2.996 2.584
C -2.100 -3.236 1.351
N -1.266 -4.269 0.782
H 0.486 -5.355 -0.672
H -0.759 -5.261 -2.033
H 1.504 -3.559 -1.844
H -0.672 -3.345 -3.470
H 0.188 -4.542 -4.322
H 4.976 -1.548 -4.677
H 5.242 0.859 -5.000
H 3.335 2.398 -4.991
H 1.011 1.599 -4.582
H -0.230 -1.101 -3.873
H -3.193 -0.584 -0.421
H -4.403 -0.274 1.763
H -3.777 -1.589 3.759
H -2.514 -3.663 3.427
H -0.832 -5.114 1.096
C 2.488 -2.019 4.498
C 2.745 -2.143 3.060
C 4.062 -1.981 2.625
C 4.380 -2.059 1.291
C 3.344 -2.263 0.447
Br 3.805 -2.490 -1.448
N 2.118 -2.415 0.820
C 1.806 -2.387 2.107
H 2.048 -1.048 4.814
H 3.487 -2.166 5.015
H 1.828 -2.766 4.908
H 4.770 -1.618 3.352
H 5.418 -1.727 1.048
H 0.762 -2.524 2.284
O -0.132 0.432 1.494
S 0.753 1.442 2.203
C 0.096 3.120 1.817
C -1.380 3.070 1.593
C -1.905 2.360 0.287
C -1.175 2.957 -0.918
S -1.450 2.065 -2.414
O -1.200 0.589 -2.128
C -3.222 2.333 -2.592
C -3.687 3.583 -2.944
C -5.051 3.855 -2.962
C -5.953 2.905 -2.569
C -5.497 1.613 -2.214
C -4.146 1.328 -2.329
C 0.144 1.323 3.922
C -0.578 0.195 4.210
C -0.882 -0.069 5.545
C -0.513 0.859 6.521
C 0.249 1.984 6.265
C 0.554 2.207 4.902
H 0.613 3.492 0.929
H 0.246 3.725 2.703
H -1.761 4.113 1.520
H -1.915 2.559 2.418
H -2.957 2.543 0.154
H -1.805 1.263 0.391
H -0.079 2.990 -0.845
H -1.412 3.998 -1.207
H -2.971 4.391 -3.253
H -5.439 4.853 -3.181
H -6.934 3.231 -2.321
H -6.160 0.857 -1.855
H -3.872 0.281 -1.981
H -0.693 -0.496 3.399
H -1.378 -0.975 5.836
H -0.685 0.506 7.527
H 0.644 2.602 7.077
H 1.135 3.074 4.630
O 1.638 2.056 -0.323
N 2.864 1.964 -0.716
C 3.394 3.087 -1.132
C 2.644 4.302 -1.328
N 2.324 5.359 -1.680
C 4.835 3.093 -1.307
N 5.931 3.260 -1.534
*
```



# 2
The following is a quantum chemistry calculation of the molecule C7H12, from the OMol25 dataset.

## Properties
SMILES = C=C=CCCCC
HOMO energy = -9.4 eV
ΔE to the lowest compared entry with this formula, charge and spin = 1.382 eV

Structure (ORCA input):
```
! RIJCOSX wB97M-V def2-TZVPD def2/J DEFGRID3
* xyz 0 1
C 4.145 -0.054 0.151
C 2.894 -0.348 0.389
C 1.666 -0.661 0.713
C 0.475 -0.772 -0.208
C -0.679 0.135 0.236
C -1.925 0.023 -0.643
C -3.061 0.922 -0.160
H 4.502 0.973 0.169
H 4.876 -0.834 -0.051
H 1.486 -0.843 1.774
H 0.123 -1.815 -0.220
H 0.772 -0.528 -1.235
H -0.949 -0.105 1.275
H -0.330 1.177 0.244
H -2.266 -1.022 -0.662
H -1.666 0.279 -1.679
H -3.357 0.665 0.864
H -2.757 1.976 -0.161
H -3.948 0.831 -0.796
*
```



# 3
The following is a quantum chemistry calculation of a cluster of 4 separate species, C14H25BrN4O4P in total, from the OMol25 dataset.

## Properties
HOMO energy = -2.9 eV

Structure (ORCA input):
```
! RIJCOSX wB97M-V def2-TZVPD def2/J DEFGRID3
* xyz -1 1
C -1.864 3.816 -1.498
C -1.111 2.486 -1.480
O -2.013 1.467 -1.035
P -1.568 -0.015 -0.574
O -2.473 -1.036 -1.114
C 0.187 -0.212 -0.868
C 0.615 -1.621 -1.430
N 1.376 -1.540 -2.643
C 2.786 -1.504 -2.416
C 3.275 -0.401 -1.463
O 3.457 0.746 -1.642
Br 3.563 -1.084 0.460
O -1.749 0.043 1.029
C -1.139 1.091 1.779
C -0.636 0.534 3.098
H -1.963 4.226 -2.502
H -2.849 3.699 -1.053
H -1.336 4.561 -0.900
H -0.743 2.235 -2.478
H -0.227 2.551 -0.843
H 0.677 -0.048 0.099
H 0.593 0.522 -1.563
H 1.140 -2.128 -0.598
H -0.300 -2.196 -1.618
H 3.241 -2.440 -2.060
H 3.293 -1.229 -3.352
H -1.872 1.887 1.937
H -0.301 1.525 1.224
H -1.338 -0.215 3.467
H 0.334 0.049 2.976
H -0.533 1.326 3.842
C 0.502 -4.472 -1.989
C 1.892 -4.571 -1.571
N 3.003 -4.636 -1.289
H 0.100 -5.464 -2.197
H -0.084 -3.996 -1.205
H 0.447 -3.844 -2.879
C -6.121 4.843 0.212
C -4.932 5.607 -0.143
N -3.983 6.174 -0.445
H -5.957 3.789 -0.008
H -6.332 4.955 1.274
H -6.975 5.198 -0.361
C 4.931 -3.829 3.719
C 4.161 -2.624 3.997
N 3.551 -1.671 4.176
H 5.416 -4.183 4.627
H 4.271 -4.605 3.335
H 5.687 -3.611 2.966
*
```



Values for max |F|, hartree/bohr, ordered as above
0.0922, 0.0036, 0.0094
Values for calculated total energy, Eh, ordered as above
-5698.66539, -273.85775, -3983.85328
Values for frontier orbital gap, eV, ordered as above
8.0, 10.5, 5.2